Entry 1:
The following is a quantum chemistry calculation of C5H10O2 in the gas phase, from OMol25.

CARTESIAN COORDINATES (ANGSTROEM)
1 H -1.4303 -1.0699 -1.3164
2 H -0.6859 -2.5689 -0.5376
3 C -0.5428 1.8729 -0.1053
4 H 2.3386 -1.1392 0.2091
5 C 0.4119 0.7725 -0.5945
6 O -1.8957 1.4949 -0.0520
7 C 1.4177 -1.1553 0.8007
8 H 1.4364 1.1171 -0.4059
9 H 1.5713 -0.5210 1.6824
10 H -1.9316 0.7284 0.5433
11 H -0.4875 2.7069 -0.8125
12 C 0.2334 -0.6107 0.0397
13 H -0.1893 2.2495 0.8679
14 H 0.3171 0.6645 -1.6811
15 O -0.9957 -0.8823 0.7446
16 C -0.7952 -1.4851 -0.5319
17 H 1.2275 -2.1742 1.1495

* energy above the lowest of the compared OMol25 structures with the same formula, charge and spin: 2.241 eV
* E_LUMO: 0.938 eV
* strongest force on any atom: 0.396 eV/Å
* DFT total energy: -9440.8019 eV
* structure (SMILES): C[C@@]1(CCO)CO1

---

Entry 2:
The following is a quantum chemistry calculation of a 2-piece molecular cluster, C5H10O2 overall, from OMol25.

CARTESIAN COORDINATES (ANGSTROEM)
1 H -0.1516 -1.8722 0.9200
2 H 2.1277 0.0391 -1.0940
3 H 0.1694 2.0138 0.3129
4 C -2.2167 -0.7477 -0.8025
5 O -1.1611 0.1887 -0.7300
6 H 2.4752 0.4607 1.6796
7 O 0.5910 0.5658 2.3958
8 H -2.2394 -1.3795 0.0930
9 C 1.1695 0.4167 -0.7526
10 C 1.4303 0.8275 1.5661
11 H -2.1258 -1.3804 -1.6952
12 H 0.0939 -1.1409 -1.7214
13 H 1.9230 2.2830 0.0470
14 C 0.0647 -0.2409 -1.1037
15 H -0.1575 -1.3953 1.4901
16 H -3.1426 -0.1732 -0.8645
17 C 1.1500 1.5349 0.2592

* energy above the lowest of the compared OMol25 structures with the same formula, charge and spin: 3.404 eV
* E_LUMO: 1.089 eV
* strongest force on any atom: 0.571 eV/Å
* DFT total energy: -9439.6385 eV
* structure (SMILES): CO/C=C\CC=O.[H][H]

---

Entry 3:
The following is a quantum chemistry calculation of C5H10O2 as an isolated structure at a distorted geometry, from OMol25.

CARTESIAN COORDINATES (ANGSTROEM)
1 H -2.4964 -1.0397 0.4266
2 C 0.0535 -0.3146 0.7315
3 H -0.8619 0.9032 -1.2610
4 H 2.1167 -1.4431 0.8768
5 C -0.9594 -0.0305 -0.7142
6 H -0.3969 0.3937 1.4343
7 C 1.5369 0.7330 -0.6984
8 O 2.7238 -0.6731 0.8430
9 H 2.1493 1.2406 1.2762
10 H 1.2520 1.7503 -0.9348
11 H 1.5307 -0.0052 -1.4783
12 C 1.9446 0.4233 0.5891
13 C -2.3742 -0.1315 -0.1583
14 H -3.0973 -0.1432 -0.9774
15 H -0.7350 -0.8745 -1.3673
16 O 0.2215 -1.5162 0.9370
17 H -2.6079 0.7275 0.4752

* energy above the lowest of the compared OMol25 structures with the same formula, charge and spin: 4.520 eV
* E_LUMO: 0.073 eV
* strongest force on any atom: 5.536 eV/Å
* DFT total energy: -9438.5227 eV

---

- Among the records above, which one has the lowest strongest force on any atom?
  number 1